(1)
Below is a cluster of 2 separate species, CH5O2 in total at a distorted geometry, with properties calculated with ωB97M-V/def2-TZVPD.

Structure (XYZ):
```
8
Properties=species:S:1:pos:R:3:forces:R:3:nbo_charge:R:1
O -1.78872 -0.52303 -0.25395 0.81 -0.16 -0.58 -0.9486
O 0.42751 0.78523 0.30798 0.39 0.21 0.41 -0.2631
C 1.50596 -0.01430 0.13490 0.57 -0.28 -1.18 -0.3315
H -0.92990 -0.12203 0.00210 -0.84 0.08 0.50 0.4654
H 2.35760 0.48940 -0.33157 0.02 0.12 0.13 0.1759
H 1.24491 -0.89943 -0.47374 -0.17 0.09 -0.03 0.2085
H 1.85011 -0.50082 1.04407 -0.17 0.11 0.73 0.2436
H -1.53904 -0.83299 -1.13543 -0.60 -0.17 0.01 0.4497
```
Positions in Å, forces in eV/Å.

Calculated values
Spin multiplicity: 2
Gap between HOMO and LUMO (alpha / beta) (eV): 11.650 / 8.498
<S²>: 0.75
Energy relative to the best compared isomer or geometry (same formula, charge and spin) (kJ/mol): 37.2
Charge: 0
Energy (eV): -5210.416

---

(2)
Below is a cluster of 2 separate species, C3H9NO3S in total, with properties calculated with ωB97M-V/def2-TZVPD.

Structure (XYZ):
```
17
Properties=species:S:1:pos:R:3:forces:R:3:nbo_charge:R:1
S 0.85018 -3.06559 -1.44513 0.10 -0.15 -0.17 -0.0386
O 2.77475 1.23314 0.31993 -0.12 0.12 0.15 -0.6561
O -3.86920 1.70123 -0.26933 -0.01 0.08 -0.14 -0.9391
O 1.22827 2.00631 1.77170 0.07 0.35 0.37 -0.6965
N 0.59015 0.60830 0.16827 -0.29 -0.15 0.10 -0.6281
C 1.62826 1.27718 0.71167 0.47 -0.32 -0.27 0.8771
C 0.27456 -1.78695 -0.30338 -0.03 0.47 0.08 -0.5260
C 0.78232 -0.43039 -0.81680 -0.43 -0.32 -0.24 -0.2305
H -0.29106 0.64983 0.65733 0.07 0.11 -0.10 0.4030
H -4.50049 2.37999 -0.53532 0.10 -0.09 0.04 0.4717
H 0.70736 -4.13436 -0.65201 -0.09 0.08 0.07 0.1291
H 2.02098 2.44271 2.12202 -0.17 -0.09 -0.16 0.5019
H 0.66493 -1.93340 0.70002 0.05 -0.22 0.03 0.2190
H -4.09244 1.49706 0.64095 -0.07 0.00 0.12 0.4677
H -0.82012 -1.76657 -0.27461 0.17 -0.10 0.11 0.2075
H 0.21540 -0.19333 -1.71896 0.13 0.13 -0.12 0.1954
H 1.83616 -0.48515 -1.07634 0.04 0.11 0.12 0.2424
```
Positions in Å, forces in eV/Å.

Calculated values
Gap between HOMO and LUMO (eV): 9.703
Energy relative to the best compared isomer or geometry (same formula, charge and spin) (kJ/mol): 12.6
Charge: 0
Energy (eV): -21725.499